(1)
ORCA calculation (wB97M-V/def2-TZVPD) on one molecule with the formula C5H14N2.

## Properties
DFT total energy = -8389.65565 eV
energy above the lowest of the compared OMol25 structures with the same formula, charge and spin = 285.9 kJ/mol
SMILES = C[C@@H](N)CN(C)C
maximum force = 6.49 eV/A
2S+1 = 1
highest occupied orbital energy = -8.59 eV

The geometry in XYZ format:
```
21
Properties=species:S:1:pos:R:3:forces:R:3
C -0.8797 -0.8748 1.6602 -2.248 -0.379 -1.431
C -0.4579 -1.1239 0.1227 -2.025 -2.218 2.712
N -1.4681 -2.2223 -0.4062 -0.242 5.852 -1.868
C -0.4475 0.1758 -0.6529 4.159 -1.490 -1.810
N 0.9419 0.7959 -0.2623 -3.513 1.236 1.679
C 1.7248 1.1049 -1.4266 -0.395 -0.247 1.808
C 0.7153 1.9287 0.7730 3.148 2.490 -5.103
H -1.9304 -0.4032 1.8426 1.341 -1.110 -0.869
H -0.8362 -1.8295 2.2135 0.088 0.537 -0.180
H -0.2879 -0.1395 2.0924 1.596 0.840 1.020
H 0.5696 -1.5026 0.2511 -0.496 -0.109 -0.793
H -2.3289 -1.5204 -0.4349 1.664 -2.693 -0.006
H -1.6583 -2.9415 0.2293 -0.209 -0.833 1.504
H -0.4052 0.0111 -1.7968 -0.206 0.013 1.768
H -1.2605 0.7876 -0.4514 -1.494 1.358 0.580
H 1.2613 1.7054 -2.1449 -0.911 1.352 -1.244
H 2.5810 1.5865 -1.0253 1.266 0.277 -0.246
H 1.9001 0.1601 -1.8581 0.902 -1.021 -0.822
H 0.4047 1.4738 1.6223 -0.559 -0.820 2.749
H 0.0110 2.7581 0.4586 0.178 -1.112 0.074
H 1.7324 2.5746 0.8227 -2.046 -1.922 0.476
```
Forces are in eV/Å.

Mulliken atomic charge list, values in e, 2 entries: atom 1 (C): -1.34, atom 2 (C): 0.38

(2)
ORCA calculation (wB97M-V/def2-TZVPD) on a 3-piece molecular cluster, C6H12F2INO7P2 overall.

## Properties
DFT total energy = -54351.82886 eV
energy above the lowest of the compared OMol25 structures with the same formula, charge and spin = 0.0 kJ/mol
SMILES = O=C1OC[C@@H](F)O1.O=C1OC[C@@H](F)O1.NP(O)[PH3]I
maximum force = 2.01 eV/A
2S+1 = 1
highest occupied orbital energy = -8.14 eV

The geometry in XYZ format:
```
31
Properties=species:S:1:pos:R:3:forces:R:3
O 2.9837 -0.4627 -2.0469 -0.160 0.340 0.060
C 3.6510 -1.3555 -2.4529 0.143 0.017 -0.074
O 4.5603 -1.2350 -3.4405 -0.021 -0.201 0.051
C 5.2562 -2.4838 -3.5440 0.322 0.101 -0.360
C 4.2670 -3.4435 -2.9394 0.122 -0.255 0.357
F 4.8785 -4.4654 -2.2933 -0.125 0.143 -0.032
O 3.5919 -2.6259 -1.9923 -0.106 -0.073 -0.333
H 6.1801 -2.4359 -2.9653 -0.082 -0.093 0.097
H 5.4944 -2.7129 -4.5798 -0.125 0.197 -0.029
H 3.5407 -3.8482 -3.6470 0.017 -0.111 0.091
O -7.1885 3.8920 3.2439 -0.171 0.246 0.169
C -6.5088 2.9942 2.8901 0.076 0.205 -0.012
O -5.5844 3.0724 1.9037 0.040 -0.291 0.063
C -4.8747 1.8269 1.8675 0.208 0.175 -0.434
C -5.8597 0.8877 2.5091 0.094 -0.121 0.428
F -5.2441 -0.0985 3.2128 -0.135 0.129 -0.045
O -6.5557 1.7380 3.4088 -0.033 -0.256 -0.358
H -3.9569 1.9125 2.4529 -0.072 -0.113 0.083
H -4.6193 1.5463 0.8474 -0.132 0.236 0.072
H -6.5719 0.4399 1.8128 0.042 -0.131 0.088
N 2.7586 -0.2543 0.9089 -0.936 0.957 -0.362
P 1.8412 1.1295 1.4098 1.750 0.626 0.768
O 2.3259 2.3598 0.3412 -0.668 -0.908 0.707
P -0.1777 0.5725 0.6730 1.526 -0.308 -0.214
I -2.4392 -0.0916 -0.2445 -1.183 -0.372 -0.493
H 2.8328 -0.2278 -0.1090 0.060 -0.563 0.119
H 3.6900 -0.2277 1.2889 0.206 -0.022 0.253
H 2.3016 1.9889 -0.5440 0.136 0.198 -0.603
H -0.7475 0.8482 1.9356 -0.082 0.017 -0.378
H 0.2536 -0.7761 0.4692 -0.359 0.427 0.052
H -0.0794 1.5361 -0.3768 -0.355 -0.195 0.267
```
Forces are in eV/Å.

Mulliken atomic charge list, values in e, 2 entries: atom 1 (O): -0.59, atom 2 (C): 0.62

highest occupied orbital energy of number 2 (C6H12F2INO7P2)?
-8.14 eV

Please write out number 1 again, unchanged.
ORCA calculation (wB97M-V/def2-TZVPD) on one molecule with the formula C5H14N2.

## Properties
DFT total energy = -8389.65565 eV
energy above the lowest of the compared OMol25 structures with the same formula, charge and spin = 285.9 kJ/mol
SMILES = C[C@@H](N)CN(C)C
maximum force = 6.49 eV/A
2S+1 = 1
highest occupied orbital energy = -8.59 eV

The geometry in XYZ format:
```
21
Properties=species:S:1:pos:R:3:forces:R:3
C -0.8797 -0.8748 1.6602 -2.248 -0.379 -1.431
C -0.4579 -1.1239 0.1227 -2.025 -2.218 2.712
N -1.4681 -2.2223 -0.4062 -0.242 5.852 -1.868
C -0.4475 0.1758 -0.6529 4.159 -1.490 -1.810
N 0.9419 0.7959 -0.2623 -3.513 1.236 1.679
C 1.7248 1.1049 -1.4266 -0.395 -0.247 1.808
C 0.7153 1.9287 0.7730 3.148 2.490 -5.103
H -1.9304 -0.4032 1.8426 1.341 -1.110 -0.869
H -0.8362 -1.8295 2.2135 0.088 0.537 -0.180
H -0.2879 -0.1395 2.0924 1.596 0.840 1.020
H 0.5696 -1.5026 0.2511 -0.496 -0.109 -0.793
H -2.3289 -1.5204 -0.4349 1.664 -2.693 -0.006
H -1.6583 -2.9415 0.2293 -0.209 -0.833 1.504
H -0.4052 0.0111 -1.7968 -0.206 0.013 1.768
H -1.2605 0.7876 -0.4514 -1.494 1.358 0.580
H 1.2613 1.7054 -2.1449 -0.911 1.352 -1.244
H 2.5810 1.5865 -1.0253 1.266 0.277 -0.246
H 1.9001 0.1601 -1.8581 0.902 -1.021 -0.822
H 0.4047 1.4738 1.6223 -0.559 -0.820 2.749
H 0.0110 2.7581 0.4586 0.178 -1.112 0.074
H 1.7324 2.5746 0.8227 -2.046 -1.922 0.476
```
Forces are in eV/Å.

Mulliken atomic charge list, values in e, 2 entries: atom 1 (C): -1.34, atom 2 (C): 0.38

Repeat the second record exactly.
ORCA calculation (wB97M-V/def2-TZVPD) on a 3-piece molecular cluster, C6H12F2INO7P2 overall.

## Properties
DFT total energy = -54351.82886 eV
energy above the lowest of the compared OMol25 structures with the same formula, charge and spin = 0.0 kJ/mol
SMILES = O=C1OC[C@@H](F)O1.O=C1OC[C@@H](F)O1.NP(O)[PH3]I
maximum force = 2.01 eV/A
2S+1 = 1
highest occupied orbital energy = -8.14 eV

The geometry in XYZ format:
```
31
Properties=species:S:1:pos:R:3:forces:R:3
O 2.9837 -0.4627 -2.0469 -0.160 0.340 0.060
C 3.6510 -1.3555 -2.4529 0.143 0.017 -0.074
O 4.5603 -1.2350 -3.4405 -0.021 -0.201 0.051
C 5.2562 -2.4838 -3.5440 0.322 0.101 -0.360
C 4.2670 -3.4435 -2.9394 0.122 -0.255 0.357
F 4.8785 -4.4654 -2.2933 -0.125 0.143 -0.032
O 3.5919 -2.6259 -1.9923 -0.106 -0.073 -0.333
H 6.1801 -2.4359 -2.9653 -0.082 -0.093 0.097
H 5.4944 -2.7129 -4.5798 -0.125 0.197 -0.029
H 3.5407 -3.8482 -3.6470 0.017 -0.111 0.091
O -7.1885 3.8920 3.2439 -0.171 0.246 0.169
C -6.5088 2.9942 2.8901 0.076 0.205 -0.012
O -5.5844 3.0724 1.9037 0.040 -0.291 0.063
C -4.8747 1.8269 1.8675 0.208 0.175 -0.434
C -5.8597 0.8877 2.5091 0.094 -0.121 0.428
F -5.2441 -0.0985 3.2128 -0.135 0.129 -0.045
O -6.5557 1.7380 3.4088 -0.033 -0.256 -0.358
H -3.9569 1.9125 2.4529 -0.072 -0.113 0.083
H -4.6193 1.5463 0.8474 -0.132 0.236 0.072
H -6.5719 0.4399 1.8128 0.042 -0.131 0.088
N 2.7586 -0.2543 0.9089 -0.936 0.957 -0.362
P 1.8412 1.1295 1.4098 1.750 0.626 0.768
O 2.3259 2.3598 0.3412 -0.668 -0.908 0.707
P -0.1777 0.5725 0.6730 1.526 -0.308 -0.214
I -2.4392 -0.0916 -0.2445 -1.183 -0.372 -0.493
H 2.8328 -0.2278 -0.1090 0.060 -0.563 0.119
H 3.6900 -0.2277 1.2889 0.206 -0.022 0.253
H 2.3016 1.9889 -0.5440 0.136 0.198 -0.603
H -0.7475 0.8482 1.9356 -0.082 0.017 -0.378
H 0.2536 -0.7761 0.4692 -0.359 0.427 0.052
H -0.0794 1.5361 -0.3768 -0.355 -0.195 0.267
```
Forces are in eV/Å.

Mulliken atomic charge list, values in e, 2 entries: atom 1 (O): -0.59, atom 2 (C): 0.62